[1]
This record from the Open Molecules 2025 dataset describes a structure of composition C35H49Ge2N2OPtSi2. The level of theory is ωB97M-V with the def2-TZVPD basis set.

Structure (XYZ):
```
92
C35H49Ge2N2OPtSi2 ωB97M-V with the def2-TZVPD basis set
Pt 0.1855 -0.3553 -0.4464
C -1.8800 -0.6157 2.1684
Si -0.0723 -0.2333 1.9179
C 0.9558 -1.5085 2.7942
C 0.2911 1.5314 2.3833
C 0.4361 1.9086 3.7207
C 0.6055 3.2432 4.0602
C 0.6199 4.2161 3.0691
C 0.4638 3.8548 1.7384
C 0.3041 2.5131 1.3833
Si -0.0407 2.0319 -0.3822
C -1.8151 2.3796 -0.8239
C 1.0634 2.8275 -1.6454
H -2.0185 -0.7037 3.2529
H -2.1999 -1.5569 1.7217
H -2.5338 0.1956 1.8441
H 0.8165 -1.3569 3.8705
H 2.0219 -1.4493 2.5883
H 0.6170 -2.5192 2.5622
H 0.4159 1.1647 4.5100
H 0.7177 3.5260 5.0985
H 0.7438 5.2578 3.3341
H 0.4666 4.6310 0.9804
H -1.8641 3.4717 -0.9206
H -2.5212 2.1139 -0.0357
H -2.1416 1.9606 -1.7752
H 0.9516 3.9118 -1.5305
H 0.7511 2.5757 -2.6600
H 2.1194 2.5919 -1.5411
C 3.9363 0.8597 3.0318
Ge 4.2970 1.2521 1.1696
C 5.9679 0.5316 0.4786
C 3.9139 3.0855 0.6768
Ge 2.5938 -0.3403 -0.3533
C 3.1633 0.0232 -2.1964
C 2.4770 -0.6649 -3.1976
C 2.7756 -0.4558 -4.5370
C 3.7642 0.4484 -4.8939
C 4.4497 1.1449 -3.9081
C 4.1456 0.9367 -2.5709
C 3.0982 -2.1649 0.1633
C 2.5453 -3.1934 -0.6008
C 2.8094 -4.5223 -0.2991
C 3.6302 -4.8404 0.7724
C 4.1811 -3.8267 1.5443
C 3.9104 -2.5000 1.2441
H 4.6035 1.5266 3.5881
H 4.1674 -0.1661 3.3073
H 2.9135 1.1044 3.3049
H 6.7435 1.0957 1.0085
H 6.0909 0.6944 -0.5877
H 6.0953 -0.5231 0.7017
H 4.5820 3.6860 1.3032
H 2.8901 3.3602 0.9181
H 4.1293 3.3042 -0.3659
H 1.7111 -1.3943 -2.9491
H 2.2389 -1.0036 -5.3002
H 4.0014 0.6091 -5.9367
H 5.2211 1.8526 -4.1813
H 4.6826 1.5077 -1.8259
H 1.9218 -2.9748 -1.4632
H 2.3802 -5.3077 -0.9070
H 3.8423 -5.8751 1.0044
H 4.8214 -4.0699 2.3818
H 4.3359 -1.7319 1.8755
C -7.3281 1.1488 0.0076
C -7.4510 -0.1906 -0.7012
N -6.1642 -0.8908 -0.8241
C -5.9182 -2.0442 0.0349
C -5.7577 -1.6780 1.5022
C -5.3264 -0.4674 -1.7835
O -5.5782 0.4094 -2.5930
C -3.9641 -1.1118 -1.9125
C -3.6931 -1.9631 -2.9773
C -2.3951 -2.4072 -3.1712
C -1.4066 -1.9434 -2.3278
N -1.6557 -1.0921 -1.3169
C -2.9202 -0.7069 -1.1053
H -8.3082 1.6191 0.0802
H -6.6753 1.8163 -0.5535
H -6.9350 1.0308 1.0180
H -7.8483 -0.0460 -1.7052
H -8.1254 -0.8592 -0.1660
H -5.0326 -2.5653 -0.3278
H -6.7536 -2.7383 -0.0853
H -4.9484 -0.9580 1.6416
H -5.5359 -2.5691 2.0895
H -6.6701 -1.2367 1.9023
H -4.4903 -2.2632 -3.6451
H -2.1429 -3.0867 -3.9725
H -0.3759 -2.2529 -2.4651
H -3.0905 -0.0296 -0.2805
```

The total charge is +2. Its molar mass is 910.3 g mol⁻¹. Its largest force on an atom is 0.31 eV/A. The calculated total energy comes out at -174139.959 eV. Its spin multiplicity is 2. The energy above the lowest of the compared OMol25 structures with the same formula, charge and spin comes out at 13.3 kcal per mole. The HOMO-LUMO gap (spin up / spin down) comes out at 7.377 / 5.029 eV.

[2]
This record from the Open Molecules 2025 dataset describes a structure of composition C5H10FN in a non-equilibrium geometry. The level of theory is ωB97M-V with the def2-TZVPD basis set.

Structure (XYZ):
```
17
C5H10FN ωB97M-V with the def2-TZVPD basis set
C -0.8955 1.4737 1.0701
C -0.8191 -0.0483 1.2204
C 0.0353 -0.7813 0.0910
C -0.1558 -0.5436 -1.4315
C 1.4204 -0.2621 -0.1939
H -1.7108 1.4963 0.1796
H -1.2582 2.2347 1.9522
H 0.0198 1.9664 0.9316
H -1.8174 -0.5111 1.1298
H -0.2525 -0.3753 2.1241
H 0.0645 -1.5702 -1.8797
H -1.1959 -0.4981 -1.7233
H 1.4677 -0.0340 -2.2470
H 2.3243 0.4281 0.3181
H 1.8919 -1.1727 -0.4704
N 0.9314 0.3608 -1.4964
F -0.0502 -2.1632 0.4252
```

Its molar mass is 103.1 g mol⁻¹. Its largest force on an atom is 5.08 eV/A. The calculated total energy comes out at -9551.608 eV. The energy above the lowest of the compared OMol25 structures with the same formula, charge and spin comes out at 69.4 kcal per mole. The HOMO-LUMO gap comes out at 10.621 eV.

[3]
This record from the Open Molecules 2025 dataset describes a cluster of 2 separate species, C6H15N5O in total in a non-equilibrium geometry. The level of theory is ωB97M-V with the def2-TZVPD basis set.

Structure (XYZ):
```
27
C6H15N5O ωB97M-V with the def2-TZVPD basis set
C -0.3377 -2.5653 0.1417
C -0.0582 -0.3233 -0.7126
C 3.3178 -0.1047 0.1646
C -1.4652 -0.0579 -0.4503
C 2.9691 0.8953 -0.8095
C -3.1463 0.7957 1.1435
N -2.3756 -0.2068 -1.3865
N -3.9761 1.3128 0.0792
N 0.4315 -1.4912 -0.4395
N -1.7735 0.5921 0.6761
N 4.6746 0.0731 0.6893
O -1.4654 -2.3922 0.4576
H 0.2381 -3.4905 0.2474
H 1.9228 1.1920 -0.6770
H 2.9189 0.3709 -1.7739
H 3.6359 1.7535 -0.9188
H -3.5600 -0.1701 1.4629
H -3.0794 1.4552 2.0195
H -2.1898 -0.6888 -2.2500
H -3.2943 0.2201 -1.1892
H -3.7879 2.2888 -0.1245
H -4.9599 1.2082 0.2967
H 1.4208 -1.6653 -0.6096
H -1.0602 0.6867 1.3833
H 5.1539 -0.8416 0.7383
H 4.5827 0.3958 1.6669
H 5.2633 0.7575 0.1745
```

The total charge is +2. Its molar mass is 173.2 g mol⁻¹. Its largest force on an atom is 1.02 eV/A. The calculated total energy comes out at -15942.712 eV. The energy above the lowest of the compared OMol25 structures with the same formula, charge and spin comes out at 82.6 kcal per mole. The HOMO-LUMO gap comes out at 7.127 eV.

[4]
This record from the Open Molecules 2025 dataset describes a cluster of 2 separate species, C3H8O2S2 in total in a non-equilibrium geometry. The level of theory is ωB97M-V with the def2-TZVPD basis set.

Structure (XYZ):
```
15
C3H8O2S2 ωB97M-V with the def2-TZVPD basis set
O -0.7772 0.8686 1.6319
C 0.3011 1.2898 1.1309
C 0.6742 1.0255 -0.2871
C 1.6286 -0.1548 -0.0564
S 1.1867 -1.6458 -1.0883
S -0.2027 -2.7075 -0.1200
H 1.1609 1.7244 1.7066
H -0.1770 0.8945 -0.9957
H 1.0561 1.8836 -0.9642
H 2.5412 0.1694 -0.5919
H 1.5875 -0.5134 0.9963
H -1.3324 -2.3734 -0.6875
O -2.4444 -0.2993 -0.4428
H -1.9256 0.2572 0.2083
H -3.2769 -0.4189 -0.4402
```

Its molar mass is 140.2 g mol⁻¹. Its largest force on an atom is 10.99 eV/A. The calculated total energy comes out at -29004.111 eV. Its structure (SMILES) is O=CCCSS.O. The energy above the lowest of the compared OMol25 structures with the same formula, charge and spin comes out at 63.1 kcal per mole. The HOMO-LUMO gap comes out at 9.347 eV.

[5]
This record from the Open Molecules 2025 dataset describes a cluster of 10 separate species, C36H56Cl4N6O13 in total in a non-equilibrium geometry. The level of theory is ωB97M-V with the def2-TZVPD basis set.

Structure (XYZ):
```
115
C36H56Cl4N6O13 ωB97M-V with the def2-TZVPD basis set
C -2.3685 -1.6597 0.4765
C -1.6905 -0.6887 1.4395
N -0.4901 -0.0575 0.8843
C -0.5421 1.1260 0.1674
C 0.7303 1.3990 -0.2459
N 1.5322 0.3713 0.1737
C 0.7617 -0.5418 0.7634
C 2.9467 0.4232 -0.0856
H -1.6593 -2.4042 0.1000
H -2.7478 -1.1258 -0.3923
H -3.1214 -2.2603 0.9824
H -1.4398 -1.1312 2.4019
H -2.4210 0.0861 1.6812
H -1.4722 1.6382 -0.0305
H 1.1016 2.2035 -0.8535
H 1.0562 -1.5113 1.1424
H 3.3393 1.3822 0.2521
H 3.1252 0.3379 -1.1597
H 3.4957 -0.4082 0.3558
C -0.4963 5.9190 0.6793
C -1.6040 4.8563 0.6916
O -2.3064 4.7838 1.8644
H -0.8583 6.9400 0.8197
H -0.1288 5.8693 -0.3668
H 0.3528 5.6839 1.3242
H -1.1565 3.8720 0.4451
H -2.3001 5.0772 -0.1468
C -5.0965 0.3360 -0.1154
C -4.8038 1.1608 1.0321
C -5.3046 0.6092 2.4356
O -5.0684 1.2973 3.4265
C -5.9409 -0.7015 2.4983
C -6.1491 -1.4045 1.3318
C -5.7674 -0.8692 -0.0350
O -6.0141 -1.4796 -1.1209
O -6.5163 -2.6407 1.4661
O -4.1147 2.1876 1.0316
H -4.9662 0.8666 -1.0510
H -6.2165 -1.0180 3.4939
C 1.4894 -4.1771 -2.7445
C 2.3901 -3.6039 -1.8577
C 2.0215 -3.4922 -0.3886
O 2.9204 -3.1852 0.4711
C 0.7778 -3.9062 0.0727
C -0.2235 -4.5074 -0.8049
C 0.1645 -4.5756 -2.3521
O -0.7608 -4.7938 -3.1208
O -1.4047 -4.7753 -0.5942
O 3.4252 -3.0696 -2.3713
H 1.5935 -4.2672 -3.8207
H 0.6529 -3.8931 1.1491
Cl -1.5862 -3.7776 3.1845
C -2.6334 -4.8695 2.2304
C -3.9256 -5.1367 2.9290
Cl -3.7650 -6.1736 4.4270
H -2.0628 -5.7898 2.1310
H -2.7672 -4.4098 1.2537
H -4.5476 -5.7487 2.2758
H -4.5218 -4.2431 3.1139
Cl 4.2088 -0.2736 3.9699
C 5.9777 -0.4032 3.9197
C 6.5043 -0.1840 2.5343
Cl 6.6044 1.5392 2.0455
H 6.2875 -1.4012 4.2298
H 6.3974 0.3183 4.6193
H 5.9666 -0.7479 1.7777
H 7.5575 -0.4581 2.6164
C 2.6445 4.4949 -0.0167
O 2.5572 3.6351 0.8333
N 3.8109 4.7588 -0.6636
C 3.8501 5.6357 -1.8145
C 5.0361 4.1849 -0.1582
H 1.8234 5.1499 -0.3487
H 2.8367 5.9189 -2.0918
H 4.1649 5.0469 -2.6862
H 4.5725 6.4502 -1.7476
H 5.4499 3.4895 -0.8953
H 5.7904 4.9782 -0.0921
H 4.9045 3.7103 0.8065
C -3.6122 -2.4587 -3.6391
O -3.1023 -3.5528 -3.7223
N -2.9025 -1.3112 -3.4330
C -3.5011 0.0022 -3.2261
C -1.4598 -1.2233 -3.6110
H -4.6961 -2.2530 -3.6147
H -4.5840 -0.1031 -3.2235
H -3.1169 0.7737 -3.8998
H -3.1702 0.3103 -2.2314
H -0.9848 -1.0448 -2.6418
H -0.9106 -2.0583 -4.0468
H -1.1921 -0.3871 -4.2672
C 2.2918 -0.1301 -4.0423
O 2.1495 1.0108 -3.6169
N 2.1377 -0.5024 -5.3181
C 2.6134 -1.7940 -5.8164
C 1.6176 0.4416 -6.2987
H 2.6930 -0.9304 -3.4043
H 3.0560 -2.3524 -4.9904
H 3.4687 -1.5851 -6.4729
H 1.8380 -2.2784 -6.4035
H 2.4773 0.8536 -6.8403
H 0.9810 -0.0481 -7.0357
H 1.0879 1.2726 -5.8438
C -1.7718 1.1317 4.6234
O -2.4345 1.5775 3.7339
N -0.4264 1.1862 4.8233
C 0.2161 0.3722 5.8464
C 0.4469 1.8910 3.9118
H -2.2210 0.5679 5.4697
H 0.6201 1.0120 6.6360
H 0.9337 -0.2974 5.3744
H -0.5631 -0.2015 6.3508
H 0.9943 2.6930 4.4174
H 1.2418 1.1829 3.6407
H -0.0774 2.2620 3.0339
```

The total charge is -4. Its molar mass is 922.7 g mol⁻¹. Its largest force on an atom is 4.17 eV/A. The calculated total energy comes out at -123877.492 eV. The HOMO-LUMO gap comes out at 2.451 eV.

[6]
This record from the Open Molecules 2025 dataset describes the ion C5H10N3 with charge +1 in a non-equilibrium geometry. The level of theory is ωB97M-V with the def2-TZVPD basis set.

Structure (XYZ):
```
18
C5H10N3 ωB97M-V with the def2-TZVPD basis set
H -2.6760 -1.3058 -0.8240
N -1.7582 -1.6440 -0.4154
C -0.7624 -0.9609 -0.2857
C 0.4669 -1.7803 0.4082
N 1.7015 -1.2653 -0.1977
C 1.9122 0.0384 -0.5861
N 0.9061 0.8551 -0.5760
C -0.4565 0.5583 -0.5684
C -1.3442 1.4008 0.3887
H 0.5073 -1.3733 1.3989
H 0.1803 -2.8195 0.2375
H 2.5718 -1.7609 0.0350
H 2.8382 0.4043 -1.0336
H 1.1360 1.8037 -0.6842
H -0.8457 0.8492 -1.6816
H -1.4863 2.4138 -0.1106
H -0.8073 1.4727 1.3283
H -2.3662 0.9256 0.5026
```

The total charge is +1. Its molar mass is 112.2 g mol⁻¹. Its largest force on an atom is 5.39 eV/A. The calculated total energy comes out at -9809.625 eV. Its structure (SMILES) is [H]/N=C1/C[NH+]=CN[C@@H]1C. The energy above the lowest of the compared OMol25 structures with the same formula, charge and spin comes out at 49.0 kcal per mole. The HOMO-LUMO gap comes out at 9.722 eV.

- Which of these has the highest calculated total energy?
  C5H10FN

- calculated total energy of number 5 (C36H56Cl4N6O13)?
  -123877.492 eV